Entry 1:
{"formula": "C32H30N4O2P2PdS2", "method": "wB97M-V/def2-TZVPD", "elements": ["Pd", "O", "C", "O", "C", "C", "C", "C", "C", "C", "P", "C", "C", "C", "C", "C", "C", "C", "C", "C", "C", "C", "C", "H", "H", "H", "H", "H", "H", "H", "H", "H", "H", "H", "H", "H", "H", "S", "C", "N", "C", "C", "C", "C", "C", "C", "S", "H", "H", "H", "H", "C", "N", "C", "N", "C", "N", "C", "P", "C", "C", "H", "H", "H", "H", "H", "H", "H", "H", "H", "H", "H", "H"], "xyz": [[-0.191, 0.857, -0.721], [3.462, -0.715, 3.369], [3.269, -0.195, 2.271], [2.154, 0.100, 1.750], [4.423, 0.208, 1.382], [5.711, 0.352, 1.867], [6.701, 0.855, 1.044], [6.375, 1.247, -0.247], [5.086, 1.092, -0.732], [4.091, 0.528, 0.062], [2.344, 0.156, -0.414], [2.434, -0.046, -2.299], [3.512, -0.327, -3.135], [3.325, -0.618, -4.478], [2.053, -0.680, -5.018], [0.960, -0.487, -4.186], [1.154, -0.201, -2.849], [1.725, 1.903, -0.453], [0.876, 2.361, 0.584], [0.389, 3.667, 0.556], [0.756, 4.535, -0.459], [1.615, 4.103, -1.460], [2.085, 2.802, -1.464], [5.912, 0.078, 2.894], [7.715, 0.964, 1.410], [7.137, 1.682, -0.885], [4.863, 1.443, -1.727], [4.522, -0.320, -2.754], [4.189, -0.807, -5.107], [1.910, -0.894, -6.071], [-0.042, -0.576, -4.585], [0.256, -0.125, -2.177], [0.750, 1.741, 1.471], [-0.257, 4.014, 1.354], [0.379, 5.550, -0.479], [1.887, 4.773, -2.269], [2.752, 2.479, -2.257], [-3.960, 0.350, -1.518], [-3.079, 1.258, -2.575], [-1.810, 1.531, -2.603], [-1.432, 2.270, -3.680], [-0.130, 2.645, -4.001], [0.108, 3.368, -5.151], [-0.926, 3.736, -6.003], [-2.229, 3.366, -5.714], [-2.471, 2.638, -4.568], [-3.982, 1.996, -4.011], [0.670, 2.345, -3.342], [1.125, 3.643, -5.402], [-0.722, 4.300, -6.905], [-3.043, 3.624, -6.377], [-1.690, -3.298, 2.184], [-2.623, -2.968, 1.118], [-3.783, -2.303, 1.689], [-3.470, -1.158, 2.533], [-2.504, -1.561, 3.541], [-1.301, -2.169, 3.006], [-0.510, -1.206, 2.249], [-1.410, -0.477, 0.784], [-1.991, -2.114, 0.122], [-2.956, -0.054, 1.736], [-0.794, -3.746, 1.746], [-2.178, -4.037, 2.837], [-4.328, -3.037, 2.304], [-4.420, -1.963, 0.868], [-2.992, -2.300, 4.194], [-2.227, -0.686, 4.138], [0.403, -1.689, 1.890], [-0.202, -0.402, 2.925], [-1.122, -2.637, -0.297], [-2.708, -1.926, -0.684], [-3.730, 0.258, 1.029], [-2.737, 0.789, 2.404]], "forces_ev_per_a": [[-1.524, 0.098, 0.724], [0.302, -0.218, 0.407], [0.073, 0.132, 0.103], [-0.208, 0.222, 0.445], [-0.215, 0.003, -0.063], [-0.003, -0.075, 0.061], [0.150, 0.042, -0.012], [0.170, 0.073, -0.106], [0.015, -0.018, 0.009], [0.257, -0.163, 0.105], [0.183, -0.250, -0.746], [-0.006, -0.084, 0.208], [0.104, 0.130, 0.075], [0.150, -0.148, -0.259], [0.004, -0.017, -0.130], [-0.096, -0.072, -0.053], [-0.005, 0.030, 0.168], [0.040, -0.259, 0.151], [0.224, -0.291, 0.653], [0.003, 0.539, -0.146], [-0.249, -0.002, 0.322], [0.315, -0.154, -0.336], [0.121, 0.487, -0.024], [-0.050, -0.040, 0.044], [0.016, 0.038, -0.004], [0.004, 0.026, -0.017], [-0.058, -0.001, -0.126], [0.062, 0.023, 0.057], [0.010, 0.003, -0.010], [0.000, -0.023, -0.020], [-0.117, 0.057, 0.029], [0.459, -0.479, -0.882], [0.125, 0.324, -0.192], [-0.035, -0.038, -0.001], [-0.060, 0.038, 0.041], [0.020, -0.005, 0.039], [-0.065, -0.025, -0.023], [-0.829, -0.576, 0.623], [-0.300, 0.518, -1.065], [0.310, -0.275, 0.591], [-0.185, 0.485, -0.922], [-0.070, -0.105, 0.217], [0.189, 0.101, -0.121], [-0.032, 0.136, -0.249], [0.086, 0.058, -0.097], [-0.143, -0.097, 0.069], [0.615, -0.187, 0.600], [-0.009, 0.044, -0.035], [0.072, 0.023, 0.012], [0.056, 0.011, 0.004], [-0.056, 0.058, -0.076], [-0.107, -0.252, 0.143], [-0.083, -0.373, 0.077], [-0.247, -0.223, 0.140], [-0.227, -0.051, 0.309], [-0.111, -0.225, 0.260], [-0.082, -0.231, 0.316], [0.175, 0.277, -0.221], [0.222, 0.036, -0.264], [0.058, 0.162, -0.317], [0.022, 0.338, -0.270], [-0.041, 0.008, 0.020], [0.083, 0.036, -0.063], [0.068, 0.133, -0.131], [-0.054, -0.061, 0.083], [0.062, 0.096, -0.022], [-0.024, -0.055, -0.028], [-0.017, 0.176, 0.074], [0.130, -0.074, -0.155], [-0.066, 0.104, -0.014], [0.208, 0.025, 0.017], [0.214, 0.086, 0.114], [-0.002, -0.029, -0.114]], "charge": -2, "total_energy_ev": -87456.4366}

Entry 2:
{"formula": "C32H30N4ReSe2", "method": "wB97M-V/def2-TZVPD", "elements": ["Re", "C", "Se", "C", "C", "Se", "C", "H", "H", "H", "H", "H", "H", "H", "H", "H", "H", "N", "C", "C", "C", "C", "C", "C", "C", "C", "C", "C", "C", "C", "H", "H", "H", "H", "H", "H", "H", "H", "H", "H", "N", "C", "C", "C", "C", "C", "C", "C", "C", "C", "C", "C", "C", "N", "C", "C", "C", "C", "N", "H", "H", "H", "H", "H", "H", "H", "H", "H", "H"], "xyz": [[0.218, -0.229, 0.102], [-0.166, 0.412, 4.064], [0.056, -0.909, 2.652], [1.964, -1.322, 2.963], [2.915, -0.374, 2.258], [2.855, -0.533, 0.292], [3.902, 1.046, -0.141], [-0.133, -0.116, 5.016], [-1.147, 0.871, 3.946], [0.614, 1.171, 4.052], [2.117, -2.361, 2.655], [2.106, -1.256, 4.044], [3.948, -0.587, 2.550], [2.687, 0.675, 2.474], [3.534, 1.898, 0.421], [3.816, 1.237, -1.210], [4.942, 0.841, 0.106], [0.367, -0.145, -2.171], [0.117, 1.046, -2.966], [-0.325, 0.833, -4.267], [-0.553, 1.891, -5.125], [-0.346, 3.183, -4.670], [0.075, 3.398, -3.374], [0.347, 2.344, -2.487], [0.740, 2.681, -1.109], [1.318, 3.944, -0.896], [1.416, 4.501, 0.360], [0.939, 3.794, 1.455], [0.483, 2.507, 1.271], [0.440, 1.875, 0.017], [-0.269, -0.869, -2.528], [1.315, -0.490, -2.373], [-0.473, -0.177, -4.622], [-0.877, 1.707, -6.135], [-0.511, 4.025, -5.320], [0.180, 4.416, -3.036], [1.690, 4.506, -1.738], [1.804, 5.499, 0.484], [0.941, 4.234, 2.440], [0.113, 1.980, 2.137], [-7.514, -7.141, -0.072], [-6.707, -6.333, -0.026], [-5.694, -5.344, 0.002], [-5.491, -4.566, 1.141], [-4.485, -3.619, 1.156], [-3.660, -3.452, 0.046], [-3.871, -4.235, -1.090], [-4.894, -5.160, -1.125], [-2.534, -2.489, 0.058], [-2.812, -1.114, 0.035], [-4.099, -0.540, -0.050], [-3.935, 0.834, -0.099], [-2.559, 1.070, -0.047], [-1.871, -0.072, 0.027], [-1.266, -3.070, 0.027], [-0.970, -4.463, 0.116], [0.392, -4.590, -0.008], [0.893, -3.286, -0.161], [-0.075, -2.377, -0.114], [-6.122, -4.708, 2.005], [-4.327, -3.022, 2.043], [-3.246, -4.102, -1.960], [-5.077, -5.744, -2.012], [-5.023, -1.081, -0.080], [-4.698, 1.583, -0.169], [-2.057, 2.020, -0.069], [-1.674, -5.250, 0.284], [0.976, -5.488, 0.018], [1.925, -3.004, -0.301]], "forces_ev_per_a": [[-1.191, 0.964, -1.155], [0.024, 0.370, 0.029], [0.364, -0.324, -0.102], [-0.005, -0.034, -0.200], [0.097, 0.225, 0.059], [-0.107, -0.221, 0.420], [-0.121, 0.273, -0.043], [-0.031, -0.180, -0.159], [0.059, -0.030, -0.064], [-0.028, -0.042, -0.130], [-0.108, 0.126, 0.077], [-0.037, -0.053, -0.116], [-0.126, 0.023, -0.049], [0.064, -0.157, -0.011], [-0.120, 0.051, 0.001], [-0.064, -0.069, 0.061], [-0.095, -0.145, 0.023], [0.232, -0.628, 1.091], [-0.070, 0.806, -0.339], [0.029, -0.041, 0.126], [0.089, 0.030, 0.096], [0.009, -0.093, -0.029], [0.089, -0.254, 0.053], [-0.154, -0.426, -0.399], [0.217, 0.125, 0.391], [-0.054, -0.241, -0.057], [-0.063, -0.046, 0.191], [0.055, 0.099, 0.007], [0.089, -0.154, 0.188], [-0.021, -0.513, -0.098], [0.283, 0.099, 0.297], [-0.367, 0.068, -0.055], [-0.031, -0.139, -0.014], [-0.073, -0.033, -0.128], [-0.086, 0.108, -0.092], [-0.033, 0.048, 0.045], [-0.041, 0.079, -0.101], [0.160, 0.102, -0.008], [-0.031, 0.092, 0.107], [0.052, -0.080, 0.093], [-0.452, -0.440, 0.003], [-0.195, -0.113, 0.016], [0.553, 0.559, -0.010], [-0.003, -0.065, -0.120], [0.075, 0.111, -0.089], [-0.340, -0.153, 0.015], [-0.003, 0.166, 0.048], [-0.005, 0.040, 0.175], [0.185, 0.226, -0.072], [-0.316, -0.470, -0.001], [0.443, 0.151, 0.030], [0.379, -0.025, 0.046], [-0.860, 0.751, -0.101], [1.423, -0.954, 0.137], [-0.286, -0.584, 0.139], [-0.018, 0.673, -0.007], [0.319, 0.391, -0.039], [0.562, -0.921, 0.082], [-0.045, 1.220, -0.144], [-0.043, -0.031, 0.080], [0.023, 0.070, 0.075], [0.094, 0.020, -0.076], [0.007, -0.088, -0.073], [-0.163, -0.163, -0.019], [-0.147, 0.157, -0.017], [0.064, 0.083, -0.008], [-0.248, -0.158, -0.034], [0.107, -0.195, -0.040], [0.034, -0.043, -0.005]], "spin_multiplicity": 4, "charge": 2, "de_lowest_kcal_mol": 0.0, "total_energy_ev": -172439.0216, "s_squared": 3.79}

Entry 3:
{"formula": "C32H30N5NiOS2", "method": "wB97M-V/def2-TZVPD", "elements": ["Ni", "C", "C", "C", "C", "C", "C", "C", "N", "N", "C", "C", "C", "C", "C", "C", "N", "C", "C", "C", "C", "C", "C", "N", "H", "H", "H", "H", "H", "H", "H", "H", "H", "H", "H", "H", "H", "H", "H", "H", "H", "H", "H", "H", "O", "S", "C", "C", "C", "C", "C", "C", "C", "C", "C", "C", "C", "C", "H", "H", "H", "H", "H", "H", "H", "H", "H", "H", "S", "C", "N"], "xyz": [[-1.140, 0.414, -0.408], [-2.909, 1.648, 1.703], [-2.024, 2.882, 1.674], [-0.540, 2.662, 1.604], [0.297, 3.347, 2.465], [1.671, 3.293, 2.279], [2.173, 2.593, 1.195], [1.288, 1.896, 0.398], [-0.042, 1.886, 0.622], [-3.119, 0.958, 0.399], [-3.921, -0.264, 0.650], [-3.123, -1.521, 0.491], [-3.460, -2.693, 1.141], [-2.781, -3.858, 0.812], [-1.806, -3.814, -0.173], [-1.514, -2.599, -0.755], [-2.141, -1.462, -0.414], [-3.799, 1.800, -0.610], [-2.843, 2.595, -1.444], [-3.206, 3.804, -1.998], [-2.281, 4.489, -2.774], [-1.015, 3.953, -2.934], [-0.726, 2.734, -2.347], [-1.637, 2.046, -1.639], [-3.883, 1.946, 2.095], [-2.483, 0.917, 2.392], [-2.237, 3.450, 2.576], [-2.306, 3.522, 0.835], [-0.129, 3.941, 3.267], [2.334, 3.820, 2.954], [3.230, 2.574, 0.956], [1.648, 1.367, -0.475], [-4.714, -0.323, -0.092], [-4.413, -0.229, 1.621], [-4.245, -2.689, 1.887], [-3.017, -4.791, 1.313], [-1.273, -4.702, -0.487], [-0.756, -2.510, -1.520], [-4.543, 2.451, -0.147], [-4.325, 1.135, -1.292], [-4.199, 4.204, -1.818], [-2.548, 5.436, -3.232], [-0.241, 4.462, -3.497], [0.262, 2.309, -2.436], [0.549, -0.773, -0.418], [1.387, -1.321, 0.742], [3.065, -0.785, 0.511], [3.866, -0.677, 1.645], [5.179, -0.261, 1.488], [5.655, 0.063, 0.220], [4.831, -0.041, -0.898], [3.522, -0.480, -0.761], [1.556, -3.052, 0.365], [1.692, -3.463, -0.954], [1.806, -4.819, -1.215], [1.792, -5.741, -0.166], [1.668, -5.310, 1.150], [1.542, -3.952, 1.423], [3.473, -0.924, 2.630], [5.825, -0.174, 2.354], [6.676, 0.409, 0.104], [5.197, 0.237, -1.880], [2.862, -0.557, -1.628], [1.721, -2.732, -1.763], [1.913, -5.162, -2.238], [1.887, -6.801, -0.378], [1.661, -6.031, 1.962], [1.443, -3.596, 2.446], [0.982, -0.052, -3.826], [2.008, 1.061, -3.151], [2.678, 1.857, -2.600]], "forces_ev_per_a": [[-0.239, 0.699, -0.140], [-0.030, -0.053, -0.179], [0.037, -0.133, -0.110], [0.094, -0.083, -0.264], [0.119, 0.151, 0.160], [0.040, 0.017, -0.016], [0.063, 0.077, 0.082], [-0.357, 0.147, -0.039], [0.329, -0.176, 0.200], [0.158, -0.194, 0.216], [0.079, 0.065, 0.001], [0.106, -0.023, -0.083], [-0.035, -0.189, 0.067], [-0.038, 0.013, 0.061], [-0.124, -0.143, 0.025], [-0.053, 0.177, -0.243], [0.188, -0.152, -0.097], [0.153, -0.048, 0.010], [0.232, -0.077, 0.031], [-0.094, 0.178, -0.086], [-0.039, 0.080, -0.043], [0.032, 0.051, -0.039], [-0.149, -0.164, 0.040], [0.175, 0.001, -0.071], [-0.159, -0.029, 0.048], [-0.033, -0.074, -0.004], [-0.034, 0.048, 0.058], [-0.040, 0.093, 0.000], [0.049, -0.071, -0.101], [-0.028, 0.000, -0.037], [-0.089, -0.017, 0.014], [-0.069, -0.022, 0.036], [-0.124, 0.022, -0.005], [0.028, 0.034, 0.111], [0.035, -0.020, -0.040], [0.005, 0.082, -0.046], [0.005, 0.051, 0.036], [0.001, 0.060, 0.048], [-0.077, 0.059, 0.066], [-0.088, -0.065, -0.018], [0.118, -0.029, -0.026], [0.055, -0.098, 0.068], [-0.103, -0.066, 0.044], [0.012, -0.104, -0.023], [0.345, 0.052, 0.221], [-0.230, -0.067, 0.152], [0.029, 0.022, -0.101], [-0.154, -0.086, 0.010], [0.041, 0.041, -0.014], [-0.069, -0.003, -0.072], [0.139, 0.050, 0.021], [-0.093, -0.119, -0.119], [0.038, -0.060, 0.093], [0.127, 0.023, -0.167], [-0.016, -0.108, 0.078], [-0.008, 0.082, -0.026], [-0.031, -0.032, -0.025], [0.000, 0.043, -0.026], [0.043, 0.083, -0.163], [-0.057, -0.015, -0.083], [-0.089, -0.041, 0.003], [-0.051, -0.022, 0.106], [0.207, 0.012, 0.289], [-0.078, -0.102, 0.132], [0.005, 0.028, 0.075], [-0.010, 0.111, 0.012], [0.016, 0.112, -0.107], [-0.025, -0.053, -0.133], [0.044, -0.021, 0.141], [0.331, 0.563, 0.424], [-0.565, -0.562, -0.433]], "spin_multiplicity": 3, "charge": 1, "de_lowest_kcal_mol": 22.1, "total_energy_ev": -105877.8904, "s_squared": 2.00}